(1)
Computed, not measured: 5 unconnected molecules or ions with the total composition C31H67NO14P, with the ωB97M-V functional and the def2-TZVPD basis.

```
114
Properties=species:S:1:pos:R:3:mulliken_charge:R:1
C 3.168 -5.141 5.530 -1.343
C 2.578 -4.958 4.129 -0.122
O 3.611 -4.713 3.185 -0.416
C 3.789 -5.820 2.375 -0.732
C 2.840 -5.877 1.152 -0.397
O 1.908 -4.846 1.126 -0.173
C 1.107 -5.089 0.003 -0.293
C 0.018 -3.999 -0.260 -0.223
O -0.136 -3.030 0.729 0.019
C -1.520 -2.684 0.857 -0.759
P -2.117 -2.685 2.715 0.438
C -2.656 -2.924 4.538 -0.052
C -4.156 -2.784 4.820 -0.551
N -4.955 -3.986 4.428 -0.604
O -3.193 -1.360 2.368 -0.634
C -2.655 -0.118 2.628 -0.497
C -1.376 -0.317 3.494 0.757
C -0.317 0.782 3.458 -0.427
C 0.202 1.240 4.820 -0.962
C 0.884 0.187 5.653 -0.764
O 0.019 -0.847 6.055 -0.079
C -0.254 -0.810 7.420 -0.964
O -0.852 -1.582 3.220 -0.228
H 3.785 -6.039 5.506 0.317
H 3.765 -4.268 5.744 0.314
H 2.337 -5.239 6.213 0.391
H 1.949 -4.072 4.129 0.313
H 1.996 -5.830 3.848 0.350
H 4.822 -5.821 2.034 0.378
H 3.671 -6.720 2.984 0.340
H 3.481 -5.842 0.262 0.215
H 2.303 -6.832 1.161 0.399
H 0.634 -6.069 0.113 0.310
H 1.758 -5.106 -0.869 0.029
H -0.896 -4.555 -0.461 0.239
H 0.307 -3.490 -1.188 0.091
H -2.175 -3.395 0.350 0.349
H -1.732 -1.688 0.441 0.083
H -3.221 -3.539 2.298 -0.127
H -1.214 -3.813 2.879 -0.240
H -2.395 -3.951 4.805 0.465
H -2.097 -2.297 5.239 -0.504
H -4.599 -1.892 4.387 0.263
H -4.266 -2.670 5.908 0.457
H -5.396 -4.315 5.270 0.238
H -5.719 -3.654 3.863 0.227
H -2.395 0.434 1.717 -0.008
H -3.310 0.518 3.231 0.426
H -1.776 -0.261 4.522 -0.058
H -0.795 1.659 3.009 0.043
H 0.495 0.531 2.780 0.150
H 0.952 2.010 4.617 0.467
H -0.581 1.754 5.374 0.299
H 1.246 0.687 6.561 0.554
H 1.778 -0.218 5.182 0.281
H -0.948 -1.623 7.611 0.245
H 0.655 -0.990 8.000 0.336
H -0.733 0.114 7.750 0.359
O 0.964 -5.611 -3.049 -0.503
C 1.856 -6.062 -3.693 0.836
O 2.321 -7.291 -3.401 -0.372
C 3.257 -7.993 -4.213 -0.429
C 4.682 -7.602 -3.882 -0.969
C 2.536 -5.248 -4.767 -1.106
H 3.025 -7.867 -5.272 0.374
H 3.108 -9.048 -3.987 0.323
H 4.865 -6.545 -4.077 0.272
H 5.389 -8.190 -4.470 0.369
H 4.882 -7.769 -2.824 0.282
H 3.283 -4.605 -4.303 0.246
H 1.785 -4.630 -5.251 0.338
H 3.004 -5.845 -5.547 0.336
O -2.108 3.295 0.783 -0.575
C -1.232 3.044 0.010 0.882
O -0.003 2.788 0.469 -0.313
C 1.065 2.301 -0.343 -0.479
C 1.776 3.436 -1.051 -0.735
C -1.464 3.101 -1.480 -1.006
H 0.712 1.536 -1.035 0.337
H 1.751 1.805 0.341 0.368
H 1.108 3.964 -1.727 0.043
H 2.626 3.060 -1.624 0.403
H 2.135 4.168 -0.328 0.275
H -1.369 4.136 -1.810 0.131
H -2.474 2.750 -1.681 0.347
H -0.790 2.472 -2.056 0.339
O 0.496 6.364 -1.561 -0.524
C 0.642 6.812 -2.659 1.015
O 1.074 6.000 -3.640 -0.353
C 1.108 6.364 -5.025 0.075
C 2.378 7.114 -5.366 -1.129
C 0.437 8.275 -2.945 -1.132
H 0.213 6.917 -5.310 -0.096
H 1.084 5.426 -5.578 0.363
H 2.448 8.053 -4.817 0.274
H 2.420 7.332 -6.433 0.380
H 3.251 6.520 -5.094 0.337
H 1.344 8.820 -2.680 0.297
H -0.386 8.632 -2.332 0.272
H 0.170 8.485 -3.976 0.246
O -1.191 8.886 -5.828 -0.586
C -2.322 8.540 -5.637 0.875
O -2.733 8.351 -4.380 -0.356
C -4.096 8.109 -4.012 -0.445
C -4.449 6.642 -4.123 -0.907
C -3.251 8.226 -6.782 -1.137
H -4.770 8.747 -4.586 0.369
H -4.179 8.425 -2.975 0.350
H -4.358 6.282 -5.149 0.268
H -5.469 6.466 -3.784 0.377
H -3.770 6.044 -3.515 0.226
H -3.066 7.207 -7.118 0.262
H -3.035 8.914 -7.595 0.338
H -4.304 8.343 -6.541 0.345
```

Its net charge is -1. As for the largest force on an atom: 1.9 eV/A. Its orbital gap is 4.58 eV. The calculation puts the lowest unoccupied orbital energy at 1.57 eV. The energy above the lowest of the compared OMol25 structures with the same formula, charge and spin comes out at 64.5 kJ/mol.

---

(2)
Computed, not measured: a molecular structure, C21H34BNO3OsP2, with the ωB97M-V functional and the def2-TZVPD basis.

```
63
Properties=species:S:1:pos:R:3:mulliken_charge:R:1
Os -0.485 0.484 0.041 2.113
P -1.819 -0.062 -1.970 0.788
P 0.643 0.960 2.036 0.915
N 0.022 1.980 -0.709 -0.322
H -1.206 -0.855 -0.398 -0.017
C -3.452 0.700 -1.893 -1.179
H -3.994 0.306 -2.755 0.445
H -3.295 1.778 -1.990 0.368
H -3.979 0.478 -0.959 0.206
C -2.086 -1.864 -2.319 -1.348
H -2.793 -1.870 -3.161 0.568
H -2.504 -2.384 -1.440 0.330
H -1.111 -2.305 -2.580 0.291
C -0.972 0.569 -3.369 -1.395
H -1.450 0.126 -4.234 0.525
H 0.078 0.302 -3.331 0.282
H -1.086 1.645 -3.372 0.379
C -0.145 2.163 3.157 -1.324
H 0.553 2.480 3.946 0.470
H -1.032 1.697 3.598 0.332
H -0.455 3.043 2.582 0.316
C 1.147 -0.391 3.168 -0.989
H 1.507 0.024 4.123 0.483
H 1.956 -0.971 2.704 0.183
H 0.291 -1.049 3.360 0.109
C 2.237 1.773 1.655 -1.224
H 2.794 2.002 2.572 0.492
H 2.047 2.703 1.111 0.293
H 2.832 1.105 1.027 0.233
C 0.636 2.965 -1.344 -0.098
C 0.549 5.226 -2.168 -0.524
C -0.059 4.211 -1.445 -0.405
C 1.916 2.724 -1.942 0.346
C 2.491 3.765 -2.656 -0.625
C 1.820 5.009 -2.771 -0.391
H 0.035 6.183 -2.263 0.381
H -1.041 4.271 -0.959 0.412
H 2.361 1.724 -1.827 0.397
H 3.470 3.606 -3.126 0.363
H 2.289 5.832 -3.352 0.329
C -2.785 -0.861 2.137 0.722
O -2.161 0.234 1.958 -0.771
C -4.182 -0.985 1.593 -1.236
H -4.637 -1.946 1.846 0.370
H -4.407 -0.739 0.523 0.074
H -4.617 -0.191 2.200 0.275
C -2.034 -2.079 2.544 -0.931
H -1.828 -1.732 3.563 0.258
H -1.052 -2.340 2.060 0.006
H -2.658 -2.983 2.566 0.407
O 0.343 -2.557 -0.462 -0.554
B 0.750 -1.196 -0.228 -0.494
O 2.164 -1.162 0.004 -0.557
C 2.564 -2.469 -0.026 0.368
C 3.734 -2.961 0.454 -0.876
C 3.794 -4.362 0.660 -0.511
C 2.693 -5.177 0.368 -0.406
C 1.501 -4.661 -0.130 -0.868
C 1.463 -3.293 -0.309 0.573
H 4.568 -2.304 0.677 0.479
H 4.709 -4.793 1.061 0.379
H 2.765 -6.268 0.530 0.331
H 0.604 -5.256 -0.335 0.451
```

As for the largest force on an atom: 6.6 eV/A. The expectation value of S² is 6.06. Its orbital gap (spin up / spin down) is 4.04 / 5.97 eV. The calculation puts the lowest unoccupied orbital energy (spin up / spin down) at 0.42 / -1.69 eV. As for the spin multiplicity: 5.

---

(3)
Computed, not measured: a molecular structure, C6H15AlNO, with the ωB97M-V functional and the def2-TZVPD basis.

```
24
Properties=species:S:1:pos:R:3:mulliken_charge:R:1
C 2.566 -1.348 0.782 -0.927
C 1.750 -0.354 -0.277 0.536
C 2.074 1.275 -0.090 -0.929
N 0.911 -0.870 -1.235 -0.439
Al -0.480 -1.971 -0.457 0.209
C -2.205 -0.788 -0.492 -0.923
C -1.760 0.614 0.303 0.585
C -1.363 1.751 -0.835 -1.041
O -2.777 1.065 1.267 -0.555
H 1.818 -1.702 1.609 0.211
H 3.025 -2.234 0.147 0.209
H 3.442 -0.787 1.328 0.318
H 1.354 1.782 0.710 0.135
H 1.907 1.833 -1.109 0.260
H 3.213 1.387 0.246 0.337
H -0.701 -3.360 -1.219 -0.303
H -0.230 -2.261 1.110 -0.282
H -2.545 -0.540 -1.606 0.238
H -3.100 -1.316 0.081 0.274
H -0.761 0.402 0.916 -0.001
H -2.330 2.432 -0.949 0.356
H -0.463 2.428 -0.469 0.131
H -1.096 1.270 -1.870 0.259
H -2.249 1.292 2.107 0.341
```

Its net charge is -1. As for the largest force on an atom: 6.8 eV/A. Its orbital gap is 7.44 eV. The calculation puts the lowest unoccupied orbital energy at 3.51 eV. The energy above the lowest of the compared OMol25 structures with the same formula, charge and spin comes out at 131.2 kJ/mol.

---

(4)
Computed, not measured: 2 unconnected molecules or ions with the total composition C4H7N2OS, with the ωB97M-V functional and the def2-TZVPD basis.

```
15
Properties=species:S:1:pos:R:3:mulliken_charge:R:1
C -1.086 -0.653 -2.007 -0.801
C -1.353 0.835 -3.719 -0.315
C -0.398 0.285 -2.791 0.664
C 0.079 0.122 0.961 0.117
N -2.357 -0.859 -2.247 -0.506
N -0.851 -0.677 1.322 -0.049
O 0.922 0.581 -2.815 -0.535
S -2.937 0.203 -3.397 0.130
H -0.601 -1.491 -1.475 0.736
H -1.197 1.633 -4.529 0.290
H 0.466 0.797 1.793 0.285
H 0.376 0.183 -0.149 0.105
H 1.283 0.993 -3.637 0.358
H -1.124 -0.618 2.266 0.283
H -1.265 -1.248 0.662 0.239
```

Its net charge is +1. As for the largest force on an atom: 4.8 eV/A. Its orbital gap is 6.66 eV. The calculation puts the lowest unoccupied orbital energy at -5.56 eV. The energy above the lowest of the compared OMol25 structures with the same formula, charge and spin comes out at 199.7 kJ/mol.

---

(5)
Computed, not measured: a gas-phase ion, C3H9N2O2 (charge +1), with the ωB97M-V functional and the def2-TZVPD basis.

```
16
Properties=species:S:1:pos:R:3:mulliken_charge:R:1
C 0.521 -0.491 -0.635 0.459
C -1.495 -0.586 0.691 -1.298
C -0.109 -0.044 0.640 0.264
N 1.877 -0.945 -0.549 -0.470
N 0.073 1.457 0.755 -0.225
O 0.701 -1.791 -0.882 -0.329
O 0.066 0.462 -1.827 -0.573
H -1.405 -1.613 0.992 0.372
H -1.851 -0.555 -0.278 0.412
H -2.219 -0.039 1.382 0.379
H 0.565 -0.452 1.331 0.285
H 2.650 -0.920 -1.330 0.318
H 0.684 1.629 -0.011 0.313
H 0.402 1.699 1.692 0.367
H -0.813 2.027 0.798 0.371
H 0.351 0.165 -2.770 0.355
```

Its net charge is +1. As for the largest force on an atom: 5.7 eV/A. Its orbital gap is 10.45 eV. The calculation puts the lowest unoccupied orbital energy at -3.75 eV. The energy above the lowest of the compared OMol25 structures with the same formula, charge and spin comes out at 512.7 kJ/mol. The SMILES is C[C@H]([NH3+])[C@@]1(O)NO1.

---

(6)
Computed, not measured: a molecular structure, C13H24N3O2PPdS, with the ωB97M-V functional and the def2-TZVPD basis.

```
45
Properties=species:S:1:pos:R:3:mulliken_charge:R:1
Pd 1.306 0.341 -0.156 0.013
O -0.807 0.712 2.019 -0.481
C -1.593 -0.431 2.147 -0.723
C -1.232 -1.587 1.236 0.366
C -1.965 -2.770 1.348 -0.729
C -1.671 -3.828 0.515 -0.252
C -0.654 -3.676 -0.421 -0.911
C 0.018 -2.471 -0.463 -0.402
N -0.255 -1.445 0.351 0.448
H -0.864 1.026 1.097 0.417
H -2.659 -0.216 1.987 0.369
H -1.498 -0.778 3.181 0.385
H -2.758 -2.842 2.082 0.437
H -2.225 -4.755 0.586 0.399
H -0.389 -4.474 -1.101 0.422
H 0.816 -2.302 -1.173 0.457
C 0.901 3.682 -0.858 -1.055
P -0.393 2.628 -1.520 1.048
C -1.790 3.712 -1.864 -1.220
C 0.188 2.033 -3.111 -1.015
O -0.788 1.501 -0.598 -0.874
H 0.962 4.623 -1.408 0.391
H 1.848 3.141 -0.922 0.282
H 0.680 3.885 0.190 0.317
H -1.516 4.488 -2.580 0.373
H -2.131 4.177 -0.939 0.341
H -2.603 3.113 -2.274 0.346
H 0.461 2.856 -3.771 0.374
H -0.591 1.429 -3.576 0.332
H 1.060 1.404 -2.916 0.227
S 3.471 0.540 -1.054 -0.383
C 3.109 -0.333 0.431 0.007
N 3.169 -1.726 0.452 -0.018
C 3.533 -2.510 1.613 -0.705
C 3.075 -1.788 2.866 -0.348
C 3.699 -0.404 2.865 -0.724
N 3.283 0.294 1.665 -0.173
H 3.369 -2.117 -0.453 0.276
H 4.619 -2.677 1.676 0.314
H 3.056 -3.490 1.531 0.349
H 3.380 -2.341 3.755 0.368
H 1.986 -1.696 2.865 0.073
H 4.793 -0.502 2.925 0.318
H 3.370 0.174 3.729 0.369
H 3.559 1.256 1.574 0.196
```

As for the largest force on an atom: 0.3 eV/A. Its orbital gap is 7.21 eV. The calculation puts the lowest unoccupied orbital energy at 0.72 eV. The energy above the lowest of the compared OMol25 structures with the same formula, charge and spin comes out at 38.9 kJ/mol.

---

(7)
Computed, not measured: a single C2H3NS2 molecule, with the ωB97M-V functional and the def2-TZVPD basis.

```
8
Properties=species:S:1:pos:R:3:mulliken_charge:R:1
C 0.873 0.241 0.736 -0.548
C -1.199 -0.221 -0.647 -0.014
H 1.019 -0.668 1.264 0.323
H 1.438 1.020 1.239 0.347
H -2.268 -0.267 -0.935 0.318
N -0.289 -0.591 -1.484 -0.346
S -0.841 0.616 0.834 -0.080
S 1.266 -0.130 -1.008 0.001
```

As for the largest force on an atom: 1.8 eV/A. Its orbital gap is 9.02 eV. The calculation puts the lowest unoccupied orbital energy at 0.69 eV. The energy above the lowest of the compared OMol25 structures with the same formula, charge and spin comes out at 23.8 kJ/mol. The SMILES is C1=NSCS1.

---

(8)
Computed, not measured: a molecular structure, C4H6N2O, with the ωB97M-V functional and the def2-TZVPD basis.

```
13
Properties=species:S:1:pos:R:3:mulliken_charge:R:1
N 1.450 -0.128 0.417 -0.610
C 0.708 1.068 0.335 0.191
O -0.550 1.035 0.819 -0.367
C -1.124 -0.276 0.697 -0.450
C -0.634 -0.914 -0.639 -0.551
C 0.612 -0.110 -0.896 0.560
N 0.763 0.928 -1.607 -0.725
H 2.406 0.088 0.144 0.331
H 1.146 2.059 0.397 0.407
H -2.204 -0.133 0.739 0.327
H -0.791 -0.882 1.542 0.288
H -0.444 -1.980 -0.491 0.276
H -1.338 -0.755 -1.458 0.324
```

As for the largest force on an atom: 0.6 eV/A. Its orbital gap is 8.93 eV. The calculation puts the lowest unoccupied orbital energy at 0.90 eV. The energy above the lowest of the compared OMol25 structures with the same formula, charge and spin comes out at 459.7 kJ/mol.

---

(9)
Computed, not measured: a gas-phase ion, C4H9NO2S (charge -1), with the ωB97M-V functional and the def2-TZVPD basis.

```
17
Properties=species:S:1:pos:R:3:mulliken_charge:R:1
C 0.064 -0.486 0.583 -0.445
N -0.793 0.174 -0.366 -0.008
C -2.142 -0.347 -0.680 -0.155
O -2.701 0.282 -1.664 -0.844
O -2.881 -0.245 0.595 -0.472
C 1.167 0.521 1.010 -0.572
C 2.280 0.653 0.028 -0.576
S 3.197 -0.721 -0.551 -0.287
H 0.599 -1.328 0.132 0.229
H -0.570 -0.659 1.448 0.385
H -0.314 0.585 -1.153 0.169
H -2.064 -1.458 -0.804 0.133
H 0.692 1.496 1.064 0.324
H 1.583 0.230 1.992 0.321
H -3.399 0.550 0.418 0.226
H 2.624 1.630 -0.276 0.457
H 2.658 -0.876 -1.776 0.116
```

Its net charge is -1. As for the largest force on an atom: 1.5 eV/A. The expectation value of S² is 0.75. Its orbital gap (spin up / spin down) is 6.16 / 5.96 eV. The calculation puts the lowest unoccupied orbital energy (spin up / spin down) at 2.93 / 2.73 eV. As for the spin multiplicity: 2. The energy above the lowest of the compared OMol25 structures with the same formula, charge and spin comes out at 95.9 kJ/mol.

---

(10)
Computed, not measured: a single C3H6N2O3 molecule, with the ωB97M-V functional and the def2-TZVPD basis.

```
14
Properties=species:S:1:pos:R:3:mulliken_charge:R:1
C -1.268 -0.812 1.317 -0.417
C -0.322 1.372 0.343 0.530
C 1.097 -1.478 -0.680 -0.582
N 0.098 1.998 -0.808 -0.365
N -0.575 0.001 0.184 0.254
O -1.436 -1.970 1.238 -0.261
O -0.532 1.878 1.413 -0.616
O -0.111 -0.589 -0.985 -0.388
H -1.358 -0.144 2.093 0.545
H 0.936 -2.090 0.250 0.257
H 1.849 -0.835 -0.327 0.288
H 1.417 -1.926 -1.575 0.297
H 0.010 1.558 -1.660 0.211
H 0.195 3.035 -0.804 0.248
```

As for the largest force on an atom: 9.5 eV/A. The expectation value of S² is 2.01. Its orbital gap (spin up / spin down) is 6.56 / 6.35 eV. The calculation puts the lowest unoccupied orbital energy (spin up / spin down) at 0.81 / -3.43 eV. As for the spin multiplicity: 3. The energy above the lowest of the compared OMol25 structures with the same formula, charge and spin comes out at 111.8 kJ/mol.